{"formula": "C5H14N2", "method": "ωB97M-V/def2-TZVPD", "species": ["C", "C", "C", "C", "C", "N", "N", "H", "H", "H", "H", "H", "H", "H", "H", "H", "H", "H", "H", "H", "H"], "xyz": [[0.234531, -0.126481, -2.491698], [0.250339, -0.479012, -1.010029], [-0.433882, 0.585026, -0.246250], [-0.689706, 0.402461, 1.328015], [1.105696, 1.285371, 2.932445], [0.682120, 0.553013, 1.979942], [-0.651097, -1.810774, -0.902684], [-0.107794, 0.994504, -2.612705], [1.357287, -0.221917, -2.858748], [-0.401631, -0.678038, -3.326238], [1.173192, -0.722494, -0.565705], [-1.466281, 0.857530, -0.739999], [0.165302, 1.553034, -0.357373], [-1.199152, -0.484573, 1.811321], [-1.371339, 1.238401, 1.551599], [2.099308, 1.332368, 3.427672], [0.517160, 2.246381, 3.134697], [1.382926, -0.171972, 1.661149], [-0.485642, -2.294292, 0.076177], [-0.488096, -2.312005, -1.725091], [-1.673238, -1.746535, -1.066497]], "forces_ev_per_a": [[1.878, 1.681, -2.888], [-3.696, -1.143, -1.336], [-2.247, 2.095, 1.113], [0.434, 0.917, -0.707], [-0.898, 3.683, -0.098], [0.988, -2.083, 0.147], [-0.041, 0.813, 3.527], [0.918, -2.192, 0.141], [-2.401, 0.432, 0.396], [1.064, 0.564, 2.306], [1.281, -0.728, 0.000], [1.876, -0.673, 0.952], [-0.711, -1.285, 0.204], [0.856, 0.537, -1.026], [0.714, -0.047, 0.496], [-0.493, -0.995, -0.730], [0.236, -1.765, 0.266], [-1.121, 0.745, 0.547], [-0.447, 0.459, -2.932], [1.603, -2.086, -1.226], [0.205, 1.072, 0.848]], "lumo_ev": -8.49, "smiles": "C=[NH+]CC[C@H](C)[NH3+]", "e_homo_ev": -20.03, "gap_ev": 11.54, "total_charge": 2}